The following is a DFT calculation (ωB97M-V/def2-TZVPD) of a structure of composition C43H69Br2F6NO20P at a distorted geometry.

Net charge: +1
E_HOMO, eV: -11.79
M, u: 1224.782
LUMO, eV: -3.6244
Multiplicity: 1
Kohn-Sham gap, Ha: 0.2999
E_tot, eV: -253810.6354

Positions of all 142 atoms, in Å:
C (5.84, 0.04, 2.22)
C (4.67, -0.55, 1.23)
C (4.75, 0.02, -0.32)
C (5.34, 1.54, -0.46)
C (4.54, 2.36, -1.64)
C (2.95, 2.59, -1.31)
C (2.67, 3.30, 0.17)
C (1.04, 3.58, 0.22)
C (0.49, 3.99, 1.73)
C (-0.31, 5.43, 1.78)
C (-1.52, 5.57, 0.68)
C (-3.00, 5.11, 1.29)
C (-3.38, 3.55, 0.95)
C (-3.40, 3.27, -0.67)
C (-2.25, 2.17, -1.14)
C (-2.98, 0.80, -1.67)
P (-1.72, -0.66, -1.99)
C (-0.22, 0.21, -2.87)
O (0.96, -0.65, -2.99)
C (1.76, -0.30, -4.21)
C (2.70, -1.41, -4.98)
O (1.79, 0.95, -4.73)
N (-1.31, -1.27, -0.37)
C (-2.48, -1.91, 0.35)
C (-3.28, -0.90, 1.39)
C (-4.92, -1.16, 1.39)
C (-2.62, -1.87, -3.14)
Br (-4.65, -1.77, -2.89)
C (-2.23, -3.44, -3.04)
C (-0.82, -3.81, -2.31)
Br (-3.72, -4.58, -2.23)
H (5.83, -0.55, 3.24)
H (6.89, 0.06, 1.70)
H (5.55, 1.15, 2.47)
H (4.79, -1.74, 1.16)
H (3.60, -0.36, 1.67)
H (5.48, -0.70, -0.94)
H (3.68, -0.12, -0.80)
H (5.26, 2.18, 0.52)
H (6.48, 1.45, -0.73)
H (4.59, 1.67, -2.62)
H (5.07, 3.39, -1.92)
H (2.39, 1.55, -1.39)
H (2.44, 3.29, -2.13)
H (3.03, 2.52, 0.98)
H (3.30, 4.31, 0.24)
H (0.83, 4.41, -0.59)
H (0.50, 2.57, -0.08)
H (1.42, 4.07, 2.44)
H (-0.21, 3.14, 2.13)
H (0.45, 6.30, 1.62)
H (-0.72, 5.54, 2.89)
H (-1.26, 5.05, -0.35)
H (-1.61, 6.73, 0.44)
H (-3.00, 5.22, 2.46)
H (-3.87, 5.82, 0.89)
H (-2.64, 2.87, 1.55)
H (-4.46, 3.31, 1.39)
H (-3.34, 4.27, -1.29)
H (-4.44, 2.75, -0.92)
H (-1.59, 1.96, -0.17)
H (-1.58, 2.70, -1.97)
H (-3.86, 0.46, -0.98)
H (-3.44, 1.06, -2.74)
H (0.12, 1.14, -2.20)
H (-0.65, 0.62, -3.88)
H (3.85, -1.11, -4.88)
H (2.59, -2.46, -4.42)
H (2.42, -1.55, -6.12)
H (-0.44, -1.85, -0.34)
H (-3.29, -2.37, -0.35)
H (-2.02, -2.77, 1.04)
H (-2.82, -1.05, 2.46)
H (-3.09, 0.22, 1.06)
H (-5.28, -1.88, 0.54)
H (-5.53, -0.16, 1.29)
H (-5.22, -1.68, 2.41)
H (-2.44, -1.50, -4.25)
H (-2.15, -3.84, -4.16)
H (-1.08, -4.02, -1.16)
H (-0.40, -4.84, -2.73)
H (-0.01, -2.97, -2.31)
C (-0.18, 9.08, 6.20)
C (0.77, 7.96, 5.93)
O (0.03, 7.08, 5.12)
C (-0.84, 7.88, 4.44)
O (-1.46, 7.53, 3.45)
O (-0.94, 9.12, 5.00)
F (1.09, 7.32, 7.08)
H (-0.84, 8.88, 7.04)
H (0.33, 10.03, 6.37)
H (1.69, 8.27, 5.41)
C (9.25, -2.61, 5.24)
C (7.82, -2.32, 4.98)
O (7.82, -0.98, 4.55)
C (9.03, -0.80, 3.96)
O (9.30, 0.14, 3.23)
O (9.91, -1.80, 4.28)
F (7.09, -2.41, 6.11)
H (9.57, -2.30, 6.24)
H (9.50, -3.66, 5.10)
H (7.37, -2.96, 4.20)
C (4.80, 0.29, -7.95)
C (4.23, -0.84, -8.73)
O (5.32, -1.27, -9.52)
C (6.43, -0.97, -8.79)
O (7.54, -1.44, -9.01)
O (6.15, -0.10, -7.78)
F (3.25, -0.41, -9.56)
H (4.77, 1.24, -8.49)
H (4.30, 0.42, -6.98)
H (3.87, -1.67, -8.12)
C (-4.10, -5.87, 2.88)
C (-3.15, -4.83, 2.42)
O (-3.85, -3.62, 2.62)
C (-4.69, -3.87, 3.67)
O (-5.26, -3.01, 4.31)
O (-4.80, -5.21, 3.92)
F (-2.89, -4.95, 1.10)
H (-4.80, -6.18, 2.10)
H (-3.59, -6.76, 3.26)
H (-2.21, -4.80, 2.99)
C (-7.85, -0.82, 3.77)
C (-9.28, -0.54, 3.50)
O (-9.28, 0.80, 3.07)
C (-8.07, 0.99, 2.49)
O (-7.80, 1.93, 1.76)
O (-7.19, -0.01, 2.81)
F (-10.01, -0.62, 4.64)
H (-7.53, -0.52, 4.77)
H (-7.60, -1.88, 3.63)
H (-9.73, -1.17, 2.73)
C (-2.46, -7.58, -3.55)
C (-1.09, -7.66, -2.96)
O (-1.05, -8.95, -2.40)
C (-1.90, -9.70, -3.16)
O (-1.92, -10.92, -3.15)
O (-2.71, -8.92, -3.93)
F (-0.94, -6.76, -1.97)
H (-3.22, -7.27, -2.82)
H (-2.51, -6.91, -4.41)
H (-0.29, -7.56, -3.70)

These are the Mulliken partial charges, in e, on atoms 1 to 99:
1. C -0.689
2. C -0.442
3. C 0.154
4. C -0.535
5. C -0.646
6. C 0.294
7. C -0.537
8. C 0.527
9. C -0.617
10. C -0.417
11. C -0.236
12. C -0.909
13. C -0.151
14. C -0.860
15. C 0.262
16. C -1.183
17. P 0.560
18. C -0.290
19. O -0.176
20. C 0.583
21. C -0.830
22. O -0.548
23. N -0.064
24. C -0.269
25. C 0.468
26. C -0.245
27. C -0.533
28. Br -0.024
29. C -0.328
30. C -0.066
31. Br -0.045
32. H 0.209
33. H 0.219
34. H 0.156
35. H 0.297
36. H 0.205
37. H 0.348
38. H -0.391
39. H 0.180
40. H 0.396
41. H 0.113
42. H 0.326
43. H -0.616
44. H 0.424
45. H 0.272
46. H 0.166
47. H 0.267
48. H -0.787
49. H 0.380
50. H 0.208
51. H 0.304
52. H 0.081
53. H 0.129
54. H 0.350
55. H 0.301
56. H 0.288
57. H 0.126
58. H 0.209
59. H 0.387
60. H 0.375
61. H -0.036
62. H 0.309
63. H 0.350
64. H 0.459
65. H -0.025
66. H 0.568
67. H 0.312
68. H 0.290
69. H 0.216
70. H 0.519
71. H -0.212
72. H 0.112
73. H 0.416
74. H -0.622
75. H 0.251
76. H 0.237
77. H -0.308
78. H 0.579
79. H 0.457
80. H -0.035
81. H 0.199
82. H -0.109
83. C -0.468
84. C 0.304
85. O -0.271
86. C 0.648
87. O -0.476
88. O -0.323
89. F -0.278
90. H 0.287
91. H 0.268
92. H 0.296
93. C -0.460
94. C 0.325
95. O -0.254
96. C 0.643
97. O -0.528
98. O -0.298
99. F -0.290


The following is a DFT calculation (ωB97M-V/def2-TZVPD) of a cluster of 11 separate species, C43H73BBr2F4IN4O14 in total at a distorted geometry.

Net charge: +1
E_HOMO, eV: -10.06
M, u: 1243.587
LUMO, eV: -4.9383
Multiplicity: 1
Kohn-Sham gap, Ha: 0.1884
E_tot, eV: -240120.7173

Positions of all 142 atoms, in Å:
C (1.13, 1.96, -5.58)
B (0.84, 0.60, -4.71)
O (1.92, -0.34, -4.50)
C (-0.66, 0.43, -4.08)
C (-0.90, 0.56, -2.58)
C (0.43, 0.83, -1.68)
C (0.14, 0.98, -0.12)
C (0.25, -0.42, 0.71)
F (-0.66, -0.27, 1.84)
Br (-0.37, -2.00, -0.30)
C (1.71, -0.66, 1.35)
F (1.81, -2.08, 1.62)
F (1.93, 0.11, 2.54)
Br (3.22, -0.25, 0.13)
N (-2.08, 0.50, -1.83)
N (-3.10, 0.28, -2.64)
C (-4.43, 0.24, -1.91)
O (-4.68, -0.75, -1.20)
N (-5.46, 1.29, -2.05)
C (-4.90, 2.57, -2.52)
O (-4.58, 3.52, -1.77)
F (-4.76, 2.77, -3.96)
C (-3.16, 0.07, -4.02)
N (-4.47, -0.20, -4.64)
C (-1.92, 0.12, -4.93)
C (-1.86, -0.11, -6.51)
C (-1.24, -1.61, -6.73)
O (-0.72, -2.00, -7.80)
I (-1.29, -3.02, -5.04)
H (1.40, 1.65, -6.66)
H (0.18, 2.62, -5.57)
H (2.04, 2.54, -5.17)
H (2.46, -0.10, -3.71)
H (0.92, 1.82, -2.05)
H (1.13, -0.07, -1.86)
H (-0.82, 1.57, 0.14)
H (1.00, 1.63, 0.31)
H (-6.23, 1.02, -2.69)
H (-4.40, -0.30, -5.66)
H (-4.84, -1.12, -4.30)
H (-1.07, 0.63, -6.91)
H (-2.86, -0.01, -7.05)
C (1.02, -4.93, 3.30)
C (2.24, -5.71, 3.72)
O (2.57, -6.73, 3.14)
C (3.04, -5.17, 4.87)
H (0.54, -5.44, 2.46)
H (0.30, -4.89, 4.13)
H (1.30, -3.93, 2.99)
H (2.42, -5.13, 5.77)
H (3.41, -4.17, 4.63)
H (3.89, -5.82, 5.06)
C (2.22, -8.43, 8.83)
C (3.29, -7.78, 7.99)
O (3.31, -6.57, 7.82)
C (4.32, -8.68, 7.38)
H (1.54, -7.66, 9.21)
H (1.64, -9.13, 8.22)
H (2.67, -8.95, 9.68)
H (3.84, -9.39, 6.70)
H (4.87, -9.21, 8.16)
H (5.03, -8.08, 6.80)
C (-3.46, 6.70, -4.68)
C (-2.72, 5.92, -5.73)
O (-1.56, 5.58, -5.56)
C (-3.47, 5.58, -6.99)
H (-2.81, 6.88, -3.83)
H (-3.78, 7.67, -5.09)
H (-4.33, 6.13, -4.35)
H (-3.78, 6.49, -7.50)
H (-4.33, 4.96, -6.75)
H (-2.81, 5.01, -7.65)
C (-3.99, 11.90, -3.60)
C (-3.60, 10.69, -4.40)
O (-4.43, 9.90, -4.81)
C (-2.13, 10.48, -4.68)
H (-5.07, 11.92, -3.48)
H (-3.52, 11.86, -2.61)
H (-3.68, 12.81, -4.13)
H (-1.58, 10.38, -3.74)
H (-1.74, 11.33, -5.26)
H (-2.00, 9.57, -5.27)
C (8.43, -7.76, 8.33)
C (8.34, -9.17, 7.82)
O (7.29, -9.79, 7.83)
C (9.61, -9.80, 7.29)
H (7.44, -7.44, 8.67)
H (9.12, -7.71, 9.16)
H (8.75, -7.09, 7.52)
H (10.36, -9.83, 8.09)
H (9.98, -9.22, 6.44)
H (9.40, -10.81, 6.96)
C (-7.50, 11.11, -5.53)
C (-7.92, 12.38, -4.84)
O (-7.10, 13.19, -4.45)
C (-9.40, 12.61, -4.66)
H (-6.41, 11.08, -5.59)
H (-7.85, 10.24, -4.96)
H (-7.91, 11.08, -6.54)
H (-9.83, 11.81, -4.05)
H (-9.89, 12.65, -5.63)
H (-9.56, 13.56, -4.15)
C (12.01, -6.73, 10.58)
C (12.40, -7.93, 9.77)
O (11.56, -8.72, 9.37)
C (13.86, -8.12, 9.47)
H (10.92, -6.72, 10.72)
H (12.49, -6.77, 11.56)
H (12.30, -5.82, 10.06)
H (14.42, -8.23, 10.40)
H (14.23, -7.27, 8.89)
H (13.99, -9.03, 8.87)
C (-5.23, -1.07, 4.20)
C (-5.23, -1.68, 2.83)
O (-5.68, -2.80, 2.63)
C (-4.66, -0.86, 1.70)
H (-5.67, -1.77, 4.91)
H (-4.21, -0.85, 4.52)
H (-5.83, -0.16, 4.20)
H (-3.61, -0.63, 1.90)
H (-5.24, 0.06, 1.59)
H (-4.73, -1.43, 0.78)
C (4.93, 5.03, -3.53)
C (4.84, 3.62, -4.04)
O (3.78, 3.01, -4.03)
C (6.10, 2.99, -4.57)
H (3.94, 5.36, -3.18)
H (5.63, 5.08, -2.70)
H (5.25, 5.70, -4.34)
H (6.85, 2.95, -3.78)
H (6.47, 3.57, -5.42)
H (5.88, 1.98, -4.91)
C (-6.82, -2.81, -0.58)
C (-7.49, -3.30, -1.84)
O (-7.11, -2.94, -2.94)
C (-8.65, -4.26, -1.68)
H (-6.01, -2.13, -0.86)
H (-7.54, -2.27, 0.03)
H (-6.41, -3.65, -0.03)
H (-9.45, -3.78, -1.11)
H (-8.31, -5.16, -1.17)
H (-9.03, -4.53, -2.66)

These are the Mulliken partial charges, in e, on atoms 1 to 99:
1. C -0.424
2. B 0.276
3. O -0.642
4. C 1.026
5. C -0.058
6. C -0.567
7. C -1.174
8. C 0.434
9. F -0.313
10. Br -0.041
11. C 0.460
12. F -0.190
13. F -0.199
14. Br -0.072
15. N -0.705
16. N 1.062
17. C -0.593
18. O -0.460
19. N 0.027
20. C 0.643
21. O -0.413
22. F -0.227
23. C 1.045
24. N -0.402
25. C -1.012
26. C -0.538
27. C 0.291
28. O -0.471
29. I 0.050
30. H 0.277
31. H 0.269
32. H 0.047
33. H 0.299
34. H 0.452
35. H 0.235
36. H 0.349
37. H 0.445
38. H 0.349
39. H 0.277
40. H 0.296
41. H 0.202
42. H 0.477
43. C -0.670
44. C 0.834
45. O -0.576
46. C -0.962
47. H 0.271
48. H 0.347
49. H -0.038
50. H 0.302
51. H 0.343
52. H 0.185
53. C -1.158
54. C 0.866
55. O -0.576
56. C -1.043
57. H 0.312
58. H 0.324
59. H 0.334
60. H 0.423
61. H 0.357
62. H 0.166
63. C -0.791
64. C 0.895
65. O -0.599
66. C -1.105
67. H 0.268
68. H 0.077
69. H 0.344
70. H 0.336
71. H 0.283
72. H 0.300
73. C -1.006
74. C 0.883
75. O -0.538
76. C -1.098
77. H 0.167
78. H 0.368
79. H 0.326
80. H 0.324
81. H 0.365
82. H 0.212
83. C -0.765
84. C 0.828
85. O -0.540
86. C -1.039
87. H 0.277
88. H 0.045
89. H 0.331
90. H 0.278
91. H 0.318
92. H 0.320
93. C -0.815
94. C 0.815
95. O -0.538
96. C -1.141
97. H 0.051
98. H 0.294
99. H 0.375


The following is a DFT calculation (ωB97M-V/def2-TZVPD) of a cluster of 9 separate species, C43H74BClN11O3S in total at a distorted geometry.

Net charge: +1
E_HOMO, eV: -9.55
M, u: 871.471
LUMO, eV: -2.9784
Multiplicity: 1
Kohn-Sham gap, Ha: 0.2415
E_tot, eV: -92340.2421

Positions of all 134 atoms, in Å:
C (-3.42, -2.48, -0.89)
C (-2.78, -2.78, -2.37)
C (-1.85, -1.46, -2.68)
C (-0.36, -1.88, -2.15)
C (0.79, -0.82, -2.54)
N (1.39, -0.02, -1.44)
C (2.13, -0.96, -0.47)
C (3.34, -1.78, -1.08)
C (3.39, -3.34, -0.61)
Cl (3.90, -3.26, 1.19)
C (0.29, 0.50, -0.51)
C (-0.75, 1.48, -1.23)
C (-2.09, 1.78, -0.38)
S (-1.93, 1.45, 1.43)
C (-3.66, 1.64, 2.15)
C (-4.81, 1.76, 1.04)
C (0.07, 2.86, -1.44)
C (-0.70, 3.64, -2.66)
O (-0.20, 4.98, -2.88)
N (-0.85, 5.78, -1.95)
O (-0.03, 6.16, -1.16)
C (1.57, 2.61, -1.88)
C (2.51, 3.61, -0.99)
C (2.42, 3.33, 0.58)
C (3.16, 4.42, 1.51)
C (2.92, 3.94, 3.03)
N (3.50, 2.61, 3.34)
C (2.87, 1.29, 3.25)
C (3.75, 0.09, 3.67)
C (5.09, 0.80, 4.10)
C (4.85, 2.31, 3.85)
C (2.22, 1.16, -1.80)
B (3.11, 1.02, -3.19)
O (4.54, 0.79, -3.07)
C (2.52, 1.07, -4.70)
C (3.19, 2.39, -5.41)
H (-2.56, -2.16, -0.18)
H (-4.06, -1.53, -1.02)
H (-4.01, -3.36, -0.48)
H (-2.16, -3.74, -2.39)
H (-3.67, -2.86, -3.08)
H (-1.87, -1.28, -3.81)
H (-2.32, -0.62, -2.08)
H (-0.44, -2.13, -1.04)
H (-0.15, -2.89, -2.67)
H (1.55, -1.45, -3.16)
H (0.33, -0.09, -3.32)
H (2.54, -0.35, 0.42)
H (1.41, -1.72, 0.01)
H (3.48, -1.77, -2.21)
H (4.32, -1.33, -0.64)
H (2.40, -3.88, -0.76)
H (4.27, -3.82, -1.17)
H (0.86, 1.11, 0.29)
H (-0.23, -0.32, 0.09)
H (-1.10, 1.15, -2.27)
H (-2.89, 1.06, -0.80)
H (-2.50, 2.84, -0.51)
H (-3.68, 2.60, 2.79)
H (-3.95, 0.77, 2.85)
H (-4.62, 2.60, 0.26)
H (-5.86, 1.93, 1.44)
H (-4.84, 0.79, 0.41)
H (-0.11, 3.50, -0.52)
H (-0.52, 2.96, -3.59)
H (-1.84, 3.59, -2.48)
H (1.68, 3.04, -2.95)
H (3.60, 3.41, -1.32)
H (2.21, 4.70, -1.20)
H (2.96, 2.33, 0.80)
H (1.36, 3.21, 1.00)
H (4.28, 4.42, 1.23)
H (2.71, 5.46, 1.41)
H (1.77, 3.83, 3.15)
H (3.33, 4.68, 3.81)
H (1.80, 1.05, 2.89)
H (3.53, -1.03, 3.69)
H (6.03, 0.27, 4.52)
H (5.68, 3.07, 4.05)
H (3.04, 1.22, -0.98)
H (4.94, 0.80, -3.98)
H (1.38, 1.24, -4.71)
H (2.85, 0.14, -5.27)
H (3.24, 2.25, -6.55)
H (4.26, 2.58, -5.05)
H (2.60, 3.35, -5.20)
C (8.70, -1.32, 6.83)
C (8.45, -0.46, 5.63)
N (8.25, 0.22, 4.68)
H (8.63, -2.38, 6.55)
H (9.70, -1.12, 7.22)
H (7.96, -1.11, 7.60)
C (-7.26, 4.72, 0.14)
C (-7.90, 3.39, 0.37)
N (-8.41, 2.34, 0.56)
H (-6.19, 4.66, 0.31)
H (-7.43, 5.04, -0.89)
H (-7.69, 5.46, 0.82)
C (7.34, -3.64, 2.68)
C (7.88, -3.79, 4.08)
N (8.30, -3.91, 5.17)
H (7.69, -4.46, 2.06)
H (6.25, -3.65, 2.70)
H (7.68, -2.70, 2.25)
C (-7.35, -1.85, 1.59)
C (-6.04, -1.41, 2.16)
N (-5.00, -1.07, 2.61)
H (-8.13, -1.11, 1.83)
H (-7.28, -1.94, 0.51)
H (-7.64, -2.81, 2.02)
C (-3.49, -4.51, 2.58)
C (-4.92, -4.87, 2.32)
N (-6.05, -5.17, 2.11)
H (-3.09, -5.11, 3.40)
H (-2.89, -4.69, 1.69)
H (-3.42, -3.45, 2.84)
C (-4.77, 7.56, -1.83)
C (-6.20, 7.20, -2.10)
N (-7.33, 6.91, -2.30)
H (-4.38, 6.96, -1.01)
H (-4.17, 7.37, -2.73)
H (-4.70, 8.61, -1.57)
C (-4.37, -8.72, 0.18)
C (-3.43, -8.01, 1.11)
N (-2.69, -7.44, 1.84)
H (-3.86, -9.58, -0.26)
H (-5.24, -9.06, 0.73)
H (-4.68, -8.04, -0.61)
C (0.16, -6.11, -2.78)
C (-1.28, -6.45, -3.04)
N (-2.41, -6.71, -3.25)
H (0.53, -6.70, -1.94)
H (0.76, -6.32, -3.67)
H (0.26, -5.05, -2.53)

These are the Mulliken partial charges, in e, on atoms 1 to 99:
1. C -0.770
2. C -0.261
3. C 0.201
4. C -0.945
5. C -0.195
6. N 0.814
7. C -0.572
8. C -0.817
9. C -0.530
10. Cl -0.190
11. C -1.615
12. C -0.041
13. C -1.416
14. S -0.007
15. C -0.429
16. C -0.404
17. C -0.638
18. C -0.853
19. O -0.221
20. N 0.152
21. O -0.288
22. C 0.459
23. C -1.493
24. C 0.474
25. C -0.501
26. C -0.836
27. N 0.290
28. C -0.160
29. C -0.705
30. C -0.122
31. C -0.491
32. C -0.388
33. B 0.528
34. O -0.627
35. C -0.294
36. C -0.922
37. H 0.097
38. H 0.132
39. H 0.423
40. H -0.171
41. H 0.444
42. H 0.322
43. H -0.413
44. H 0.311
45. H -0.152
46. H 0.805
47. H 0.127
48. H 0.349
49. H 0.691
50. H 0.126
51. H 0.441
52. H 0.262
53. H 0.383
54. H 0.132
55. H 1.053
56. H 0.846
57. H 0.450
58. H 0.420
59. H 0.347
60. H 0.380
61. H 0.117
62. H 0.327
63. H -0.180
64. H 0.738
65. H 0.301
66. H 0.587
67. H 0.242
68. H 0.328
69. H 0.437
70. H -0.041
71. H -0.003
72. H 0.332
73. H 0.328
74. H 0.298
75. H 0.382
76. H 0.374
77. H 0.367
78. H 0.154
79. H 0.316
80. H -0.207
81. H 0.311
82. H 0.114
83. H 0.366
84. H 0.359
85. H 0.204
86. H 0.220
87. C -0.637
88. C 0.503
89. N -0.555
90. H 0.218
91. H 0.295
92. H 0.263
93. C -0.559
94. C 0.322
95. N -0.452
96. H 0.213
97. H 0.183
98. H 0.335
99. C -0.492